Computed, not measured: the ion C12H25FN3 with charge +1 in a non-equilibrium geometry, with ωB97M-V/def2-TZVPD.

ORCA input file:
```
! wB97M-V def2-TZVPD RIJCOSX def2/J DEFGRID3
* xyz 1 1
C 0.81408 -2.41289 2.81446
C 1.94834 -2.66519 1.65126
F 3.17187 -1.90116 2.00166
C 1.43224 -2.37499 0.11724
C 0.66516 -0.93038 -0.06983
C 1.35412 0.17393 -1.12043
C 0.02636 1.12575 -1.25361
C 0.11598 2.57884 -2.00593
C 0.13088 3.72214 -0.78521
C 1.55781 3.73302 0.03859
N 1.61810 2.77655 1.20926
N -1.11149 0.17281 -1.56331
C -0.79737 -1.00749 -0.87742
C -1.82921 -2.28402 -0.92312
C -3.28176 -1.71000 -0.32477
N -3.09914 -0.59627 0.68769
H 1.04993 -3.01201 3.80163
H 0.81419 -1.25583 3.07480
H -0.28791 -2.63922 2.42051
H 2.22113 -3.82399 1.69176
H 2.33313 -2.38524 -0.63653
H 0.71753 -3.25449 -0.18883
H 0.65839 -0.32915 0.95969
H 2.38730 0.64384 -0.82284
H 1.51629 -0.36005 -2.16920
H -0.19529 1.38037 -0.10855
H 1.02723 2.70108 -2.73998
H -0.88021 2.76314 -2.61178
H -0.10755 4.81463 -1.20285
H -0.76958 3.48320 -0.03952
H 2.40632 3.54126 -0.75305
H 1.67560 4.82264 0.48028
H 2.16534 1.89750 0.96349
H 0.67570 2.48980 1.55356
H -1.98101 0.33903 -2.15120
H -1.93486 -2.78243 -1.97747
H -1.45176 -3.04873 -0.08787
H -3.84917 -1.22206 -1.25411
H -3.93963 -2.56526 0.13898
H -3.60128 0.28581 0.40481
H -3.36579 -0.88453 1.65775
*
```

Properties
E: -735.8985 Ha
LUMO energy: -4.29 eV
HOMO-LUMO gap: 0.280 Ha
SMILES: C[C@H](F)C[C@H]1C[C@@H](CCCN)[NH+]=C1CCN

Atomic partial charges in e from the natural (NBO) method, atoms 1 to 6: -0.6767 0.2081 -0.3829 -0.4565 -0.3114 -0.4057

---

Computed, not measured: a structure of composition C12H25N2O2P2Pt in a non-equilibrium geometry, with ωB97M-V/def2-TZVPD.

ORCA input file:
```
! wB97M-V def2-TZVPD RIJCOSX def2/J DEFGRID3
* xyz 1 5
C 0.99442 -1.08928 -2.85454
C 1.01087 -0.78084 -1.49840
N -0.14355 -0.63030 -0.80872
C -1.33188 -0.96402 -1.36180
C -1.37804 -1.44759 -2.66895
C -0.21693 -1.46170 -3.44011
C 2.33746 -0.80463 -0.80240
P 2.21472 -0.31632 0.97924
Pt -0.05573 -0.15969 1.34498
P -2.36747 -0.05729 1.10292
C -2.58712 -0.96459 -0.51903
O 2.32716 3.56117 -2.59945
O -1.24222 2.60500 -1.08489
H 1.94928 -1.09769 -3.38709
H -2.34244 -1.74384 -3.08401
H -0.22719 -1.78462 -4.48549
C 3.01182 -1.79434 1.62104
C 3.19171 1.17878 1.31875
H -3.47700 -0.55589 -1.03060
H -2.80936 -2.01851 -0.27755
H 3.15434 -0.30557 -1.33012
H 2.66909 -1.85600 -0.79763
C -3.29392 -0.97191 2.35601
C -3.21753 1.50125 0.80126
H 0.14334 1.50327 1.16173
H -0.92301 3.36801 -0.56402
H 1.36892 3.49269 -2.72137
H 2.66274 2.84629 -3.17381
H -0.13354 -1.77722 1.69223
H -0.47835 1.97071 -1.10408
H 4.03461 -1.83769 1.24423
H 3.00892 -1.82460 2.70812
H 2.46832 -2.66255 1.24730
H 4.27127 0.96731 1.28524
H 2.96410 1.99447 0.61468
H 2.91268 1.51861 2.32900
H -4.29130 1.35131 0.64749
H -3.06922 2.14215 1.67328
H -2.77161 1.98957 -0.07489
H -4.37399 -0.87523 2.20882
H -3.01242 -2.02917 2.33793
H -3.02882 -0.55745 3.33422
N 0.07388 0.29610 4.40609
C 0.00298 0.08185 3.25439
*
```

Properties
Energy above the lowest of the compared OMol25 structures with the same formula, charge and spin: 0.0 kJ/mol
E: -1533.7707 Ha
LUMO energy (alpha / beta): -2.95 / -7.37 eV
HOMO-LUMO gap (alpha / beta): 0.204 / 0.193 Ha
⟨S²⟩: 6.024

Atomic partial charges in e from the natural (NBO) method, atoms 1 to 6: -0.0946 0.2079 -0.6211 0.3585 -0.1042 -0.3386

---

Computed, not measured: a structure of composition C12H25N3OReS4Si, with ωB97M-V/def2-TZVPD.

ORCA input file:
```
! wB97M-V def2-TZVPD RIJCOSX def2/J DEFGRID3
* xyz 2 2
Re -0.21406 -0.02422 -0.55939
N -4.86003 0.01203 2.38972
C -3.33666 0.00710 2.14715
C -2.90329 1.28034 1.43267
C -3.11745 1.28445 -0.09300
N -1.81951 1.52064 -0.79031
C -3.73652 -0.00770 -0.62150
C -3.12604 -1.29739 -0.07633
N -1.83051 -1.55301 -0.77250
C -2.90660 -1.27506 1.44758
H -5.14398 0.83894 2.92057
H -5.14778 -0.80785 2.92940
H -5.40493 0.00894 1.52548
H -2.93923 0.01211 3.15962
H -1.83660 1.36688 1.64504
H -3.37114 2.15531 1.89046
H -3.78542 2.10836 -0.34533
H -1.45529 2.43146 -0.51319
H -2.02319 1.61920 -1.78526
H -3.69858 -0.01468 -1.71523
H -4.81239 -0.00357 -0.41349
H -3.80042 -2.11963 -0.31612
H -2.03683 -1.65766 -1.76726
H -1.47488 -2.46518 -0.48708
H -1.83850 -1.35459 1.65491
H -3.36888 -2.14574 1.91880
O 7.30533 -0.07295 0.61730
C 6.34654 -0.03840 -0.08371
S 5.48440 -1.49245 -0.66864
C 4.22045 -0.64480 -1.52392
C 4.23528 0.71301 -1.47452
S 1.32643 1.57680 0.16974
S 5.51292 1.47028 -0.55916
S 1.34394 -1.66152 0.07177
C 3.41332 -1.47376 -2.48195
Si 2.52107 -0.05487 0.60778
C 3.44408 1.62606 -2.36599
C 3.68872 -0.09165 2.00099
H 4.00222 -1.65250 -3.38618
H 2.49163 -0.96926 -2.76203
H 3.15560 -2.44346 -2.05536
H 4.03547 1.86265 -3.25413
H 3.20459 2.56545 -1.86804
H 2.51401 1.16066 -2.68281
H 4.73435 -0.06698 1.69945
H 3.51474 -1.01212 2.56373
H 3.49359 0.78033 2.63029
*
```

Properties
E: -2671.7845 Ha
LUMO energy (alpha / beta): -6.25 / -5.91 eV
HOMO-LUMO gap (alpha / beta): 0.249 / 0.259 Ha
⟨S²⟩: 0.755

Atomic partial charges in e from the natural (NBO) method, atoms 1 to 6: 0.4456 -0.6833 -0.0203 -0.4658 -0.0404 -0.8205

---

Computed, not measured: a structure of composition C12H25N5O6Y in a non-equilibrium geometry, with ωB97M-V/def2-TZVPD.

ORCA input file:
```
! wB97M-V def2-TZVPD RIJCOSX def2/J DEFGRID3
* xyz 1 1
O -2.29431 1.60052 -2.04583
H -2.55214 1.88194 -2.95459
Y -0.94942 1.03345 -0.22278
N -0.69576 -1.26255 0.99474
N -2.73771 0.13403 0.90877
N 1.43481 0.22939 -0.39770
N 0.37370 2.27910 -1.60945
O 0.19732 -2.23682 0.88529
O 2.04945 -0.70351 0.38835
O -0.16062 3.14884 -2.56826
O -3.62868 1.05333 0.82673
C -2.76362 -0.75040 1.93925
C -1.57331 -1.50786 2.00887
C 2.30209 1.12281 -0.95134
C 1.70111 2.24619 -1.61767
C -1.26304 -2.48671 3.09687
H -0.31987 -2.20954 3.59144
H -1.20789 -3.50000 2.67829
H -2.05474 -2.49514 3.85793
C -3.95003 -0.79486 2.84980
H -4.90107 -0.70878 2.29680
H -3.93727 0.04627 3.56898
H -3.93085 -1.74550 3.40485
C 3.78987 0.97461 -0.92092
C 2.38798 3.34252 -2.34450
H 4.02719 -0.03638 -0.55430
H 4.19017 1.75666 -0.24931
H 4.26086 1.17888 -1.90290
H 1.76721 4.25227 -2.39126
H 2.51597 3.01185 -3.39385
H 3.36311 3.56503 -1.87887
H 1.28088 -1.44397 0.65170
H -1.09904 2.86536 -2.51240
C -1.74790 0.04860 -2.28455
H -2.26405 -0.63126 -1.56866
H -0.62098 0.03353 -2.25367
H -1.97556 -0.20443 -3.32417
O -0.07251 -3.26723 -1.67067
H 0.55075 -3.12670 -2.39073
H 0.36218 -2.74231 -0.90736
C 1.68603 1.00486 4.31743
C 1.18171 2.34839 3.73536
C 0.44073 2.22143 2.51143
N -0.18037 2.09619 1.53718
H 0.84614 0.39025 4.67663
H 2.33108 1.19796 5.18564
H 2.27646 0.41795 3.59530
H 0.53409 2.84521 4.47023
H 2.02828 3.02091 3.54472
*
```

Properties
E: -1235.3792 Ha
LUMO energy: -4.47 eV
HOMO-LUMO gap: 0.178 Ha

Atomic partial charges in e from the natural (NBO) method, atoms 1 to 6: -0.7860 0.5317 1.9040 -0.2517 -0.2223 -0.1543

---

Computed, not measured: a structure of composition C12H25NS4Sc in a non-equilibrium geometry, with ωB97M-V/def2-TZVPD.

ORCA input file:
```
! wB97M-V def2-TZVPD RIJCOSX def2/J DEFGRID3
* xyz 1 1
Sc 1.37399 0.04643 -0.11649
S 0.00908 -2.26122 -0.27912
S -0.03208 2.27454 -0.32978
C 1.46521 -3.29231 0.12970
C -0.02639 -2.43066 -2.11416
C 0.75211 -1.31941 -2.80307
N 0.38266 -0.03662 -2.12922
C 0.78185 1.23396 -2.79823
C -0.03263 2.35882 -2.17485
H -1.09541 -2.38402 -2.36607
H 0.34361 -3.42938 -2.35731
H 0.47666 -1.27119 -3.86996
H 1.84188 -1.46618 -2.73011
H 0.57359 1.17315 -3.87864
H 1.86607 1.38572 -2.66257
H -1.09363 2.28227 -2.45474
H 0.32419 3.34858 -2.46639
C 1.10607 3.63955 0.09884
H -0.64558 -0.02960 -2.05348
H 2.14124 3.34959 -0.12713
H 0.99401 3.80939 1.17869
H 0.82619 4.54599 -0.45518
H 1.53083 -3.34147 1.22573
H 2.39161 -2.85018 -0.27062
H 1.30332 -4.30125 -0.28106
C -3.38817 0.00941 0.98815
C -3.62147 0.02160 -0.33253
H -3.19952 0.93206 1.54475
H -3.28526 -0.92855 1.54378
H -3.73618 0.96430 -0.87948
H -3.78962 -0.90790 -0.88971
C 1.29834 1.62369 3.86015
C 1.68247 0.82346 2.64518
S 0.54603 -0.32704 2.16018
C 2.93970 0.99198 2.02597
C 3.81767 2.17099 2.38167
S 3.58038 -0.09839 0.89114
H 0.36733 1.21165 4.26432
H 1.13700 2.68731 3.64540
H 2.07304 1.53029 4.62498
H 4.86201 1.85327 2.48124
H 3.76232 2.94068 1.60571
H 3.52478 2.63598 3.32363
*
```

Properties
E: -2880.2987 Ha
LUMO energy: -3.01 eV
HOMO-LUMO gap: 0.260 Ha

Atomic partial charges in e from the natural (NBO) method, atoms 1 to 6: 1.0787 0.2851 0.2674 -0.7256 -0.5398 -0.2361

---

Question: Number 1 is which compound?
Answer: C12H25FN3